{
  "formula": "C42H40F3MnN4O2Sb",
  "method": "wB97M-V/def2-TZVPD",
  "charge": 3,
  "homo_lumo_gap_ev": [5.74, 6.22],
  "multiplicity": 5,
  "s_squared": 6.06,
  "homo_ha": [-0.56140, -0.56430],
  "total_energy_ha": -3683.98420,
  "species": ["Mn", "C", "C", "C", "C", "C", "N", "C", "C", "C", "N", "C", "C", "C", "C", "C", "C", "C", "C", "N", "C", "C", "C", "N", "C", "C", "C", "C", "O", "C", "O", "H", "H", "H", "H", "H", "H", "H", "H", "H", "H", "H", "H", "H", "H", "H", "H", "H", "H", "H", "H", "H", "H", "H", "H", "H", "H", "H", "H", "F", "C", "C", "C", "C", "C", "C", "Sb", "C", "C", "C", "C", "F", "C", "C", "C", "C", "C", "C", "F", "C", "C", "H", "H", "H", "H", "H", "H", "H", "H", "H", "H", "H", "H"],
  "coordinates": [[-0.25501, 0.05710, 0.11717], [-6.28763, 0.98604, -3.49802], [-4.94269, 1.05140, -2.83783], [-4.20875, 2.22036, -2.77827], [-2.96259, 2.30942, -2.12300], [-2.36658, 3.59612, -2.03065], [-1.26091, 3.90142, -1.42198], [-0.73898, 5.26423, -1.29632], [-0.08606, 5.51694, 0.06230], [-0.98877, 5.23404, 1.28864], [-0.65803, 3.94745, 1.89735], [-0.13224, 3.76229, 3.06905], [0.39402, 2.52158, 3.53134], [0.98041, 2.46743, 4.80941], [1.62910, 1.34233, 5.28653], [2.26803, 1.30769, 6.64434], [1.69372, 0.24165, 4.43759], [1.12802, 0.23211, 3.15731], [1.28042, -0.94732, 2.35212], [0.86287, -1.15020, 1.14314], [1.28477, -2.41310, 0.49822], [0.16522, -3.12498, -0.28345], [-1.23348, -2.74592, 0.19355], [-1.57090, -1.39881, -0.29804], [-2.65978, -1.25578, -0.97399], [-3.14832, -0.04415, -1.57734], [-4.38497, -0.06962, -2.22691], [-2.40213, 1.15340, -1.51553], [-1.24242, 1.20459, -0.91065], [0.44558, 1.37828, 2.68504], [-0.08708, 1.41131, 1.49694], [-6.37154, 1.70829, -4.30760], [-7.07307, 1.21217, -2.77366], [-6.48477, -0.00843, -3.89347], [-4.60132, 3.11445, -3.25099], [-2.90807, 4.42179, -2.48486], [-0.70697, 3.12975, -1.06296], [-1.56256, 5.96121, -1.45208], [-0.00019, 5.43631, -2.08246], [0.21279, 6.56438, 0.07755], [0.83262, 4.93035, 0.13822], [-2.04067, 5.22037, 0.99808], [-0.86598, 6.00700, 2.04476], [-0.73292, 3.10243, 1.33403], [-0.04742, 4.62802, 3.72127], [0.92634, 3.35363, 5.43314], [1.88247, 2.09338, 7.29004], [3.34760, 1.44689, 6.55664], [2.10138, 0.34787, 7.13130], [2.20998, -0.64834, 4.78397], [1.85012, -1.74507, 2.82710], [1.67782, -3.08427, 1.26117], [2.11039, -2.17843, -0.17940], [0.29916, -4.19889, -0.16635], [0.23721, -2.90596, -1.35020], [-1.28676, -2.74621, 1.28458], [-1.95862, -3.47118, -0.17396], [-3.29208, -2.13144, -1.11588], [-4.93979, -1.00173, -2.25624], [5.81578, 4.95931, 3.65809], [5.16317, 4.16910, 2.81265], [5.84076, 3.13805, 2.18498], [5.15107, 2.31419, 1.30799], [3.79624, 2.52140, 1.06275], [3.14621, 3.57387, 1.69822], [3.81896, 4.40786, 2.57555], [2.71677, 1.32087, -0.36217], [2.57804, 2.74817, -1.95603], [3.49995, 3.78648, -2.06981], [3.43534, 4.65597, -3.14689], [2.44784, 4.46620, -4.10140], [2.38952, 5.28771, -5.14351], [1.51491, 3.44547, -4.00448], [1.58451, 2.58515, -2.91848], [4.34707, 0.07371, -0.96715], [4.93809, 0.21156, -2.21758], [6.03430, -0.56969, -2.55039], [6.51093, -1.48538, -1.62675], [7.55810, -2.23762, -1.94362], [5.92965, -1.64190, -0.37719], [4.83528, -0.85827, -0.05274], [6.89748, 2.99996, 2.37174], [5.68990, 1.52089, 0.80840], [2.10087, 3.76575, 1.48594], [3.33352, 5.24488, 3.06171], [4.27278, 3.91499, -1.32123], [4.14016, 5.46888, -3.26383], [0.77496, 3.32616, -4.78554], [0.86939, 1.77212, -2.83026], [4.55868, 0.93288, -2.93122], [6.52602, -0.47570, -3.50959], [6.34400, -2.36135, 0.31676], [4.37802, -0.95935, 0.92733]],
  "atomic_forces_ev_per_a": [[0.568, 0.190, 0.534], [-0.106, 0.039, 0.050], [0.017, -0.156, -0.003], [0.143, 0.029, 0.054], [0.071, -0.418, 0.106], [0.165, 0.212, 0.118], [-0.245, -0.055, -0.124], [0.214, 0.328, 0.046], [-0.217, -0.179, 0.085], [0.069, 0.210, -0.191], [0.051, 0.001, 0.121], [-0.024, 0.092, -0.021], [0.030, -0.355, -0.142], [-0.057, 0.048, -0.135], [0.001, -0.053, 0.047], [0.120, -0.012, 0.005], [-0.003, 0.070, 0.051], [-0.202, 0.189, -0.074], [-0.059, 0.175, -0.037], [0.163, -0.575, 0.572], [0.064, -0.217, -0.338], [-0.104, 0.247, 0.135], [0.228, -0.247, 0.041], [0.008, -0.095, -0.094], [0.067, 0.098, -0.011], [0.272, 0.255, 0.062], [-0.084, 0.121, -0.072], [-0.666, -0.236, -0.259], [0.189, 0.796, -0.251], [0.305, -0.072, 0.293], [-0.535, 0.039, -0.193], [0.018, -0.027, -0.026], [0.008, -0.006, -0.016], [0.009, 0.017, -0.046], [-0.025, 0.009, 0.025], [0.021, 0.052, 0.060], [0.088, -0.084, -0.046], [-0.058, -0.082, -0.050], [-0.013, -0.076, -0.004], [0.031, 0.002, -0.019], [0.043, 0.047, 0.004], [-0.018, -0.004, 0.078], [0.005, -0.026, 0.020], [0.011, -0.088, -0.050], [-0.012, 0.042, -0.052], [0.011, -0.016, 0.031], [-0.022, -0.008, 0.002], [-0.019, 0.009, 0.022], [-0.027, 0.020, 0.020], [-0.012, -0.009, -0.013], [0.005, -0.074, -0.085], [-0.016, 0.075, 0.101], [0.014, 0.034, 0.058], [0.013, -0.010, -0.049], [0.020, -0.058, -0.018], [-0.046, 0.026, -0.017], [-0.061, 0.069, -0.032], [0.042, -0.060, 0.058], [0.036, -0.023, 0.009], [0.001, 0.013, 0.006], [-0.046, -0.115, -0.102], [0.064, 0.072, 0.048], [-0.028, -0.017, -0.007], [-0.306, -0.282, -0.223], [-0.036, -0.008, -0.010], [-0.023, 0.080, 0.038], [0.320, 0.124, -0.494], [0.035, -0.437, 0.476], [-0.081, 0.008, -0.059], [0.046, 0.125, -0.031], [-0.009, -0.126, 0.146], [-0.016, 0.049, -0.027], [-0.082, 0.038, -0.114], [0.064, 0.079, 0.053], [-0.576, 0.301, 0.123], [0.050, -0.029, 0.076], [0.075, -0.052, -0.096], [-0.141, 0.117, 0.038], [0.005, 0.009, 0.004], [0.069, -0.121, 0.046], [-0.003, 0.028, -0.134], [-0.011, 0.000, 0.029], [0.009, -0.029, -0.013], [-0.035, 0.006, 0.027], [0.028, -0.007, 0.010], [0.023, 0.031, -0.030], [0.005, -0.018, -0.023], [0.013, 0.006, -0.010], [0.004, -0.012, -0.084], [0.042, 0.001, -0.017], [-0.008, -0.023, 0.006], [0.001, -0.005, -0.024], [0.064, -0.026, 0.030]]
}

---

{
  "formula": "C42H41AlAsN3PS",
  "method": "wB97M-V/def2-TZVPD",
  "charge": 1,
  "homo_lumo_gap_ev": 7.02,
  "e_above_lowest_ev": 0.649,
  "homo_ha": -0.36145,
  "total_energy_ha": -5007.05884,
  "species": ["Al", "C", "C", "N", "C", "C", "C", "C", "C", "C", "C", "N", "C", "C", "C", "C", "C", "C", "C", "C", "N", "C", "H", "H", "H", "H", "H", "H", "H", "H", "H", "H", "H", "H", "S", "C", "C", "C", "C", "C", "C", "As", "C", "C", "C", "C", "C", "C", "C", "C", "C", "C", "C", "C", "H", "H", "H", "H", "H", "H", "H", "H", "H", "H", "H", "H", "H", "H", "C", "C", "P", "C", "C", "C", "C", "H", "H", "H", "H", "H", "H", "H", "H", "H", "H", "H", "H", "H", "H", "H"],
  "coordinates": [[-0.52544, -0.04732, 0.72572], [-1.77835, 0.15700, 4.82674], [-1.48350, -0.38378, 3.57482], [-0.78445, 0.27809, 2.67089], [-0.28342, 1.50788, 2.96644], [-0.55350, 2.13822, 4.20290], [-1.34291, 1.42332, 5.12584], [0.01186, 3.40296, 4.46273], [0.85565, 3.94862, 3.53479], [1.15955, 3.30419, 2.32420], [0.59142, 2.08325, 1.99420], [0.83583, 1.29514, 0.88498], [1.85743, 1.70319, -0.00770], [1.81224, 2.93658, -0.61878], [2.81791, 3.39155, -1.48713], [3.92000, 2.62954, -1.72736], [4.03544, 1.36508, -1.11423], [5.19134, 0.57354, -1.28532], [5.30067, -0.61028, -0.61973], [4.22156, -1.01607, 0.17993], [3.11316, -0.33377, 0.33195], [2.99661, 0.87133, -0.27606], [-2.34961, -0.42712, 5.53304], [-1.82967, -1.36804, 3.29026], [-1.58106, 1.88061, 6.07830], [-0.19730, 3.89808, 5.40128], [1.32360, 4.90395, 3.73404], [1.87901, 3.76461, 1.66535], [0.97010, 3.58938, -0.43532], [2.71670, 4.36312, -1.95320], [4.72764, 2.98471, -2.35464], [5.97947, 0.93184, -1.93614], [6.18414, -1.22817, -0.69613], [4.27977, -1.95696, 0.71910], [-2.51037, -1.25009, 0.64899], [-2.11705, -2.96569, 0.46737], [-3.17527, -3.86756, 0.58581], [-2.97153, -5.21891, 0.37431], [-1.71138, -5.68321, 0.02246], [-0.65900, -4.79148, -0.07552], [-0.83674, -3.43016, 0.16342], [0.65360, -2.17782, 0.20649], [1.46167, -2.48418, -1.51781], [2.20857, -3.60157, -1.86286], [2.68228, -3.74053, -3.15948], [2.40469, -2.77351, -4.11361], [1.67620, -1.64310, -3.76830], [1.21409, -1.49842, -2.47106], [1.61984, -2.89402, 1.72390], [2.01910, -4.21688, 1.86806], [2.60381, -4.63826, 3.05346], [2.78117, -3.74798, 4.10139], [2.38192, -2.42545, 3.96489], [1.80772, -2.00113, 2.77815], [-4.15582, -3.48670, 0.83977], [-3.80301, -5.90480, 0.46877], [-1.55457, -6.73503, -0.17526], [0.31673, -5.15715, -0.37365], [2.44257, -4.35848, -1.12336], [3.26728, -4.61289, -3.41932], [2.75403, -2.90220, -5.12937], [1.47218, -0.88112, -4.50913], [0.66752, -0.60779, -2.17543], [1.87782, -4.92815, 1.06489], [2.91460, -5.66922, 3.15865], [3.24012, -4.08058, 5.02298], [2.52037, -1.72858, 4.78136], [1.52496, -0.96658, 2.64192], [-4.32295, 2.94220, 0.32987], [-3.09027, 2.13854, 0.73986], [-1.97085, 1.57731, -0.61298], [-3.06972, 0.82423, -1.88366], [-2.30312, -0.13689, -2.79485], [-1.48535, 3.17884, -1.37829], [-0.63157, 3.01684, -2.63772], [-4.86720, 3.24938, 1.22263], [-4.99492, 2.33804, -0.27940], [-4.06676, 3.84456, -0.22341], [-3.41158, 1.24166, 1.27569], [-2.46392, 2.71662, 1.42762], [-3.52959, 1.62509, -2.46672], [-3.84969, 0.27945, -1.35327], [-1.49818, 0.37040, -3.32841], [-2.96965, -0.57867, -3.53535], [-1.87481, -0.95261, -2.20954], [-0.95448, 3.74777, -0.61087], [-2.40047, 3.72086, -1.61910], [0.17773, 2.30362, -2.47962], [-0.18570, 3.96938, -2.92441], [-1.23915, 2.67291, -3.47478]],
  "atomic_forces_ev_per_a": [[-0.090, 0.493, 0.067], [0.049, 0.126, 0.106], [-0.024, -0.114, -0.141], [0.058, 0.195, -0.131], [0.056, 0.221, 0.456], [0.039, -0.117, -0.276], [-0.030, -0.098, -0.041], [0.075, 0.122, 0.060], [-0.103, 0.028, 0.174], [-0.026, -0.171, -0.110], [0.358, 0.097, 0.056], [-0.007, -0.316, 0.193], [-0.067, 0.189, -0.288], [-0.069, -0.194, -0.006], [0.139, 0.137, -0.085], [-0.001, 0.048, -0.006], [-0.230, -0.050, 0.056], [-0.003, -0.094, 0.017], [0.129, 0.117, -0.137], [-0.305, -0.119, 0.141], [-0.172, -0.169, 0.201], [0.279, 0.197, -0.004], [-0.016, 0.009, -0.002], [-0.066, 0.037, -0.040], [0.011, -0.016, 0.018], [-0.001, 0.024, -0.014], [-0.001, 0.000, 0.015], [-0.006, 0.003, -0.017], [0.075, -0.080, 0.088], [-0.007, 0.022, 0.031], [-0.034, 0.001, -0.054], [0.025, 0.005, 0.025], [-0.013, -0.019, -0.011], [-0.047, -0.060, -0.002], [0.004, -0.189, -0.014], [0.004, 0.208, -0.022], [0.045, -0.069, -0.024], [-0.043, 0.108, 0.008], [0.011, -0.083, -0.017], [0.193, 0.063, -0.131], [-0.109, -0.020, 0.053], [-0.221, -0.839, -0.107], [0.161, 0.336, -0.007], [0.050, -0.053, 0.205], [-0.011, -0.070, 0.045], [-0.026, 0.019, -0.041], [0.009, -0.059, -0.044], [0.013, 0.017, 0.221], [0.158, 0.321, 0.082], [-0.009, -0.043, -0.187], [0.005, -0.046, -0.028], [0.031, 0.075, 0.030], [-0.001, -0.078, 0.044], [0.026, -0.007, -0.188], [-0.021, -0.040, -0.021], [0.017, -0.023, -0.007], [0.031, 0.008, 0.002], [-0.055, -0.048, 0.019], [0.005, 0.003, -0.037], [-0.010, 0.005, -0.031], [0.042, 0.024, 0.011], [-0.005, 0.016, 0.020], [-0.008, 0.035, -0.144], [0.002, -0.015, 0.073], [0.009, 0.002, -0.007], [-0.020, -0.021, 0.003], [0.010, 0.016, -0.023], [0.076, 0.090, 0.088], [0.061, -0.057, -0.014], [-0.024, -0.035, -0.012], [-0.522, 0.222, -0.172], [0.269, -0.087, 0.005], [-0.043, 0.028, 0.016], [0.263, -0.261, 0.017], [-0.105, -0.022, 0.015], [-0.037, 0.000, -0.022], [-0.020, 0.045, -0.027], [-0.011, 0.005, -0.003], [0.065, 0.004, 0.052], [0.006, -0.022, 0.006], [-0.053, 0.028, 0.068], [-0.060, 0.054, -0.012], [0.008, -0.033, -0.015], [0.001, 0.013, -0.011], [0.003, -0.009, -0.017], [-0.124, 0.011, -0.017], [-0.018, 0.016, 0.078], [-0.002, 0.015, -0.078], [-0.003, -0.002, -0.014], [0.008, -0.009, -0.010]]
}